(1)
17
Properties=species:S:1:pos:R:3 method="wB97M-V/def2-TZVPD" mol_weight_g_mol=105.206 homo_ha=-0.299 gap_ev=9.056 smiles="C=CN.CCS" total_charge=0 de_lowest_ev=2.381
C -0.05527 -1.05865 2.29088
C 0.90150 -0.10135 2.15358
N 0.47963 1.04919 1.56162
H 0.11195 -2.12063 2.25750
H -1.02108 -0.79266 2.63508
H 2.07283 -0.24409 2.24928
H -0.54483 1.15466 1.38685
H 0.92870 2.02051 1.79816
C 0.35164 -0.21189 -2.59555
C -0.26741 0.40449 -1.36922
S -2.16321 0.55277 -1.57183
H 0.45003 -1.36006 -2.19643
H -0.10357 -0.08048 -3.55835
H 1.37935 0.13229 -2.64349
H -0.14633 -0.23071 -0.46324
H 0.00727 1.46141 -1.08323
H -2.38120 -0.57480 -0.85161



(2)
15
Properties=species:S:1:pos:R:3 method="wB97M-V/def2-TZVPD" mol_weight_g_mol=100.121 homo_ha=-0.324 gap_ev=9.693 smiles="C=C=C[N@@+](C)(N)[O-]" total_charge=0 de_lowest_ev=7.730
C 2.34152 0.00720 -1.60802
C 1.64376 -0.80432 -0.85683
C 0.43283 -1.06212 -0.38230
N -0.16327 0.25945 0.36729
C -1.54820 0.42661 0.02377
N -0.14417 -0.22529 1.82552
O 0.60918 1.17650 -0.00463
H 2.03126 0.48858 -2.47442
H 3.37654 0.22023 -1.31841
H -0.05812 -2.04308 -0.33068
H -1.62912 -0.13842 -0.91654
H -2.20414 0.05750 0.78985
H -1.69249 1.42186 0.00548
H -0.74704 0.34107 2.42005
H 0.86178 -0.20374 2.08894



(3)
59
Properties=species:S:1:pos:R:3 method="wB97M-V/def2-TZVPD" mol_weight_g_mol=689.876 homo_ha=-0.334 gap_ev=2.467 total_charge=+1
Sr 6.15271 2.36520 -3.24471
C 2.12429 -4.36059 -3.82181
C 2.07073 -3.24104 -2.80800
O 2.72581 -2.03721 -3.17583
H 3.17117 -4.63710 -3.94707
H 1.89524 -4.05578 -4.84296
H 1.54640 -5.24822 -3.56440
H 2.35910 -3.57523 -1.81136
H 1.04964 -3.02693 -2.49237
Br -1.35273 -10.00721 -0.45128
C -1.17305 -8.49911 0.89063
C -2.55132 -7.79357 0.95329
Br -2.63307 -6.49872 2.52894
H -0.32214 -7.91984 0.53216
H -0.89368 -8.95267 1.84160
H -3.31032 -8.56883 1.05813
H -2.84878 -7.29643 0.02998
C -3.90733 2.89005 1.83144
C -3.62980 3.94997 2.66183
C -2.33201 4.50608 2.63014
C -1.34504 3.96384 1.78945
C -1.67456 2.77440 1.04784
C -2.93948 2.25678 1.01131
N 0.01495 4.57880 1.69261
O 0.73900 4.16287 0.69890
O 0.28516 5.52538 2.49319
H -4.87888 2.42530 1.75089
H -4.34348 4.47881 3.27615
H -2.09685 5.36669 3.23879
H -0.97786 2.29734 0.37447
H -3.17217 1.46594 0.31358
C -4.13864 4.03113 -5.87613
C -3.85544 5.45037 -5.95059
C -2.57432 5.88590 -5.92987
C -1.53228 4.93486 -5.95624
C -1.80044 3.52671 -5.91356
C -3.12048 3.14529 -5.89304
N -0.08577 5.28086 -5.86408
O 0.79216 4.43292 -5.66957
O 0.18408 6.45317 -6.01811
H -5.17389 3.75894 -5.73267
H -4.62780 6.20522 -5.94418
H -2.36116 6.93000 -6.10542
H -0.97336 2.84160 -5.79976
H -3.19770 2.07649 -6.02760
C 2.50944 -2.28638 6.86438
C 2.17774 -1.67391 5.67518
C 3.17190 -1.23267 4.79251
C 4.54727 -1.22405 5.17899
C 4.86123 -1.94916 6.35340
C 3.84597 -2.36082 7.31606
N 5.68011 -0.77232 4.27124
O 5.38063 -0.39428 3.15151
O 6.80569 -0.71958 4.79937
H 1.68866 -2.59271 7.49596
H 1.12696 -1.61152 5.43360
H 2.95010 -0.70180 3.87853
H 5.88604 -1.96089 6.69403
H 4.08170 -2.76238 8.29053



(4)
36
Properties=species:S:1:pos:R:3 method="wB97M-V/def2-TZVPD" mol_weight_g_mol=245.283 homo_ha=-0.325 gap_ev=9.478 total_charge=0 de_lowest_ev=1.245
H -3.28681 -3.18573 1.10635
N -2.94135 -2.34260 0.60375
C -3.85136 -1.54647 0.22020
N -5.24226 -1.79632 0.28862
N -3.58696 -0.34946 -0.50895
C -2.20869 0.08398 -0.56456
C -2.12971 1.44062 0.08464
C -0.76832 2.06360 -0.04172
C 0.24143 1.24926 0.75436
N 0.87992 1.92844 1.76532
C 1.17030 0.56313 -0.21980
O 0.85929 0.25173 -1.37610
N 2.35907 0.20594 0.27876
C 3.20367 -0.72572 -0.42375
C 3.87283 0.07177 -1.56766
C 4.15647 -1.35718 0.59247
O 4.08796 -1.15837 1.76507
O 5.07706 -2.18590 0.08517
H -5.77045 -1.47134 -0.52481
H -5.45183 -2.66264 0.71402
H -4.23499 0.34530 -0.33505
H -1.66978 -0.71964 -0.08705
H -1.95857 0.11792 -1.63203
H -2.89821 2.09841 -0.29675
H -2.31960 1.17324 1.10328
H -0.72023 3.13811 0.20829
H -0.59481 2.01930 -1.09465
H -0.33937 0.52079 1.28843
H 1.38954 2.73090 1.36330
H 0.22008 2.24594 2.50433
H 2.48182 0.29184 1.27688
H 2.54981 -1.50181 -0.81721
H 4.65203 0.74539 -1.17707
H 4.47917 -0.56840 -2.19141
H 3.13379 0.46374 -2.25283
H 5.15908 -2.17773 -0.89185



(5)
13
Properties=species:S:1:pos:R:3 method="wB97M-V/def2-TZVPD" mol_weight_g_mol=98.105 homo_ha=-0.322 gap_ev=9.686 smiles=Cc1cc(N)on1 total_charge=0 de_lowest_ev=1.644
C -2.30257 0.24828 -0.11808
C -0.84013 -0.03308 -0.25423
C 0.23159 0.42671 0.56292
C 1.31343 -0.21926 0.04559
N 2.64130 -0.29721 0.41616
O 0.94520 -0.97023 -0.99965
N -0.43015 -0.86385 -1.17879
H -2.84905 -0.26112 -0.91543
H -2.66806 -0.12348 0.84519
H -2.51590 1.32036 -0.16725
H 0.19271 1.07482 1.42559
H 3.12023 0.58971 0.47986
H 3.15910 -0.96081 -0.14285



(6)
138
Properties=species:S:1:pos:R:3 method="wB97M-V/def2-TZVPD" mol_weight_g_mol=1125.758 homo_ha=-0.290 gap_ev=7.503 total_charge=0
Zn 1.58287 1.33025 2.87667
C -1.12352 0.51232 0.33115
C 0.18094 0.11472 0.52569
C 1.08348 -0.14366 -0.65013
O 2.27130 -0.46377 -0.47053
C 0.56195 -0.01144 -1.95284
C -0.75854 0.39516 -2.19466
C -1.66628 0.66928 -0.97621
O -2.81966 1.06525 -1.18206
O -1.26718 0.61398 -3.28726
O 0.64713 -0.00261 1.70534
H -1.81992 0.67294 1.14052
H 1.15029 -0.10964 -2.84947
C 1.23825 -3.47247 0.86113
C 1.38863 -4.46157 -0.26964
O 2.25005 -5.30063 -0.27903
C 0.44981 -4.26832 -1.44439
H 1.74929 -2.53689 0.60648
H 1.66141 -3.92128 1.76138
H 0.17713 -3.26304 1.00436
H -0.56826 -4.10461 -1.10175
H 0.60309 -5.09175 -2.12909
H 0.78442 -3.30119 -1.85564
C 5.82137 -0.54123 -2.31961
C 5.04704 -0.16189 -3.55385
O 5.03952 0.96330 -3.94756
C 4.30188 -1.26688 -4.23865
H 5.38461 -1.44686 -1.89529
H 5.72190 0.22823 -1.55447
H 6.87637 -0.71551 -2.52809
H 3.67605 -1.83955 -3.56024
H 5.03080 -1.93917 -4.70139
H 3.67939 -0.83993 -5.02424
C -2.89582 3.29598 -3.22049
C -2.78246 4.36402 -2.22368
N -2.71842 5.18507 -1.41085
H -3.30882 2.46848 -2.64282
H -1.89070 3.05562 -3.51869
H -3.54198 3.57863 -4.04118
C -1.22261 -2.35981 -4.74123
C -1.98369 -3.46989 -4.16449
N -2.54572 -4.34518 -3.70779
H -0.18212 -2.50081 -4.46125
H -1.60924 -1.43646 -4.31970
H -1.33381 -2.38672 -5.82013
C -4.36305 -0.33032 -3.71166
C -5.48376 -0.63537 -2.85508
N -6.37407 -0.79099 -2.16938
H -3.40910 -0.33957 -3.18127
H -4.45436 0.65532 -4.15302
H -4.27385 -1.11216 -4.46947
C -5.34782 0.67381 0.93776
C -6.49859 0.76501 1.81582
N -7.37004 0.85063 2.56215
H -5.32583 -0.22478 0.31957
H -4.45509 0.64784 1.55812
H -5.25437 1.47898 0.21153
C 0.76535 2.61672 -4.64916
C 1.36779 3.77255 -5.30225
N 1.80988 4.69578 -5.80387
H 0.07860 2.94495 -3.88459
H 1.54157 2.03601 -4.15707
H 0.28117 1.99388 -5.39383
C 5.83483 -2.49391 2.11366
C 6.01095 -1.41925 1.03441
C 5.83688 -0.05989 1.72741
S 4.63055 -0.33614 3.04665
O 3.34361 0.22771 2.68908
O 5.20147 0.04013 4.30823
C 4.57510 -2.11576 2.85616
H 6.73679 -2.43318 2.74474
H 5.85686 -3.52744 1.77932
H 5.25702 -1.55209 0.25189
H 7.00264 -1.44017 0.58477
H 5.62756 0.89629 1.25193
H 6.79857 0.11266 2.22942
H 3.70557 -2.30084 2.21257
H 4.36691 -2.54299 3.83578
C -3.40821 -2.47790 -0.80707
C -4.70022 -3.31327 -0.73784
C -4.50273 -4.41530 0.28749
S -3.10507 -3.92121 1.35604
O -1.96835 -4.78003 1.16170
O -3.62702 -3.75641 2.70036
C -2.87989 -2.31922 0.60845
H -3.56572 -1.49503 -1.23929
H -2.71599 -3.08947 -1.39019
H -4.83976 -3.71402 -1.74500
H -5.61805 -2.75956 -0.54783
H -4.21681 -5.41236 -0.05310
H -5.31693 -4.57402 0.98974
H -1.85081 -1.96691 0.67420
H -3.52292 -1.65219 1.18689
C -0.72332 -2.86380 4.52767
C -1.58952 -1.70922 4.00839
C -1.37197 -0.50189 4.87378
S 0.38188 -0.62639 5.34205
O 0.50850 -0.42777 6.75235
O 1.14462 0.16382 4.38098
C 0.66109 -2.34264 4.85345
H -0.72807 -3.67498 3.79705
H -1.22449 -3.29481 5.40124
H -2.62942 -2.03548 3.91202
H -1.41201 -1.46162 2.94925
H -1.91378 -0.62833 5.81199
H -1.48746 0.50235 4.48086
H 1.07718 -2.82484 5.73662
H 1.34345 -2.41018 4.01146
C -2.89471 3.66111 1.04551
C -3.16396 2.91020 2.35629
C -2.29234 3.57470 3.42918
S -0.73405 3.89626 2.59917
O 0.03524 2.66027 2.74829
O -0.08766 5.11965 2.97151
C -1.40810 3.97250 0.93233
H -3.48315 4.57507 1.02062
H -3.24032 3.03181 0.22576
H -2.89315 1.85553 2.30156
H -4.21779 2.92896 2.62969
H -2.12649 2.96649 4.31250
H -2.72939 4.54567 3.67911
H -0.82525 3.32958 0.28179
H -1.32060 5.02396 0.66424
C 1.91497 4.77704 -0.94252
C 1.84755 3.32637 -1.47530
C 3.15052 2.64289 -1.10626
S 3.31315 3.15919 0.59454
O 4.67633 3.20174 1.05212
O 2.35238 2.33046 1.31797
C 2.72050 4.82877 0.35762
H 0.90645 5.17177 -0.83308
H 2.41564 5.41831 -1.66810
H 1.63976 3.37250 -2.53363
H 1.04929 2.80387 -0.94408
H 3.98650 3.03881 -1.68208
H 3.12820 1.55188 -1.11756
H 3.60485 5.45409 0.33863
H 2.13752 5.08935 1.24580



(7)
23
Properties=species:S:1:pos:R:3 method="wB97M-V/def2-TZVPD" mol_weight_g_mol=123.176 multiplicity=2 homo_ha="-0.116 / -0.343" gap_ev="3.701 / 9.806" total_charge=0 de_lowest_ev=1.613
N 1.33661 -0.39614 1.76117
C 0.99232 -1.83058 1.49349
C -0.16676 -1.97941 0.50247
N 0.21607 -1.21620 -0.70438
C -0.85785 -0.46257 -1.38154
C -0.34414 0.77904 -2.02700
O 0.34267 1.61346 -1.11152
H 2.34238 -0.31888 2.12652
H 0.70947 -0.07496 2.53629
H 1.24375 0.15077 0.89647
H 1.90586 -2.23975 1.05762
H 0.90670 -2.34560 2.44802
H -0.33776 -3.03486 0.29432
H -1.03876 -1.46676 0.90501
H 0.78048 -1.78675 -1.31296
H -1.41916 -1.13133 -2.04432
H -1.55171 -0.17905 -0.58562
H -1.18033 1.35425 -2.45100
H 0.34425 0.63694 -2.85690
H -0.16422 1.80120 -0.29312
H -1.37381 3.34637 0.02130
H -1.88689 3.32177 1.47364
O -1.31773 2.84885 0.81964



(8)
8
Properties=species:S:1:pos:R:3 method="wB97M-V/def2-TZVPD" mol_weight_g_mol=77.514 homo_ha=-0.339 gap_ev=8.360 total_charge=0 de_lowest_ev=4.729
C -1.15981 0.02536 0.21299
C 2.85179 -0.71802 -0.54319
N -2.31506 0.10346 -0.17703
Cl 2.33660 0.05998 0.75222
H -0.53357 -0.85027 -0.01674
H -0.73974 0.69858 0.97823
H 2.23877 -0.23443 -1.35126
H -2.67898 0.91536 0.14479



(9)
64
Properties=species:S:1:pos:R:3 method="wB97M-V/def2-TZVPD" mol_weight_g_mol=587.408 homo_ha=-0.336 gap_ev=9.128 smiles="CC(=O)N(C(C)=O)[C@@](N)(OC(=O)Br)[C@@H](C)F.Fc1ccccc1.Fc1ccccc1.Fc1ccccc1" total_charge=0
C 1.81750 -2.71646 0.54055
C 1.12321 -2.06045 -0.73741
O 1.23557 -2.66958 -1.84689
N 0.33828 -0.79866 -0.76504
C -0.91333 -0.92938 0.02022
C -2.29260 -0.47252 -0.70014
O -1.01928 -1.40009 1.17798
C 1.14566 0.40310 -0.39276
N 0.53428 1.58701 -1.08931
O 1.22077 0.55158 1.05145
C 0.52504 1.70107 1.51913
O -0.66129 1.58898 1.93402
Br 1.29091 3.53428 1.60796
C 2.69114 0.33818 -0.91948
C 3.30348 1.81601 -1.24723
F 3.57877 -0.20297 0.10703
H 1.58735 -3.85086 0.52058
H 2.96627 -2.63953 0.42379
H 1.47998 -2.29153 1.54263
H -3.17281 -1.14681 -0.42330
H -2.07660 -0.46931 -1.83442
H -2.48181 0.62943 -0.42225
H -0.49539 1.57616 -1.01819
H 0.71498 1.45110 -2.10704
H 2.78772 -0.24262 -1.91581
H 4.44091 1.68422 -1.41538
H 3.08108 2.58207 -0.43473
H 2.86174 2.09173 -2.27696
F 4.49732 -1.09202 6.27948
C 3.36802 -0.37555 6.16605
C 2.84618 -0.12193 4.90708
C 1.67295 0.61636 4.79000
C 1.04084 1.10171 5.93228
C 1.57673 0.84503 7.19110
C 2.74400 0.09743 7.30976
H 3.35635 -0.50072 4.02877
H 1.25197 0.81382 3.81097
H 0.12782 1.68139 5.83934
H 1.08543 1.22719 8.07972
H 3.17046 -0.11953 8.28217
F -3.28217 -3.09457 -1.54992
C -4.08411 -4.02744 -1.01026
C -5.09370 -4.58515 -1.77904
C -5.92057 -5.55474 -1.22096
C -5.73490 -5.94737 0.10268
C -4.72072 -5.37647 0.86649
C -3.88651 -4.41485 0.30571
H -5.22805 -4.26100 -2.80454
H -6.70892 -6.00347 -1.81584
H -6.38332 -6.70078 0.53865
H -4.58003 -5.68035 1.89837
H -3.08600 -3.96589 0.88291
F 1.82282 2.28124 -4.83832
C 1.17832 3.46070 -4.83301
C 0.40583 3.81962 -5.92647
C -0.26418 5.03869 -5.91847
C -0.14509 5.88929 -4.82159
C 0.63723 5.51995 -3.73116
C 1.29819 4.29578 -3.73359
H 0.33224 3.14859 -6.77442
H -0.87744 5.32641 -6.76568
H -0.66448 6.84232 -4.81820
H 0.73208 6.18513 -2.87940
H 1.90384 3.98697 -2.88964



(10)
77
Properties=species:S:1:pos:R:3 method="wB97M-V/def2-TZVPD" mol_weight_g_mol=880.093 homo_ha=-0.353 gap_ev=3.536 total_charge=+1
C -3.26443 -2.05089 -1.49914
P -3.00721 -1.67631 -3.28196
C -2.90275 -3.33161 -4.11579
C -1.28096 -1.05788 -3.38529
N -0.66526 -0.88616 -2.21801
N 0.58435 -0.46525 -2.26447
C 1.06728 -0.27238 -3.47942
O 2.35609 0.13104 -3.52470
B 3.24033 -0.92840 -3.79119
O 3.49586 -1.38785 -5.06187
O 3.92387 -1.50592 -2.74948
N 0.44785 -0.41117 -4.65171
N -0.80034 -0.82842 -4.59955
H -4.32604 -2.13552 -1.27223
H -2.78878 -1.21629 -0.89756
H -2.83875 -3.11031 -1.29836
H -2.79824 -3.11983 -5.17627
H -3.79311 -3.91743 -3.91111
H -1.99724 -3.82303 -3.75704
H 2.79252 -1.96508 -5.37448
H 4.82544 -1.59303 -3.08285
Mg -1.87431 -2.26939 0.20193
N -3.06047 0.10046 3.77396
O -3.53194 1.07831 4.33757
O -2.48473 -0.78365 4.37398
O -3.19388 0.01944 2.50997
B -3.05756 -4.00230 4.12973
F -1.77103 -3.41844 3.97079
F -3.51553 -3.78114 5.41493
F -3.95808 -3.40674 3.18612
F -2.97353 -5.38160 3.87671
F 7.53473 -2.02964 -2.95532
C 7.77955 -2.00232 -1.64435
C 8.72366 -1.12021 -1.14385
C 8.96967 -1.09276 0.22171
C 8.28199 -1.94922 1.08061
C 7.34173 -2.83174 0.56816
C 7.08244 -2.85759 -0.80888
H 9.25574 -0.46545 -1.82135
H 9.69931 -0.40179 0.62025
H 8.48079 -1.92488 2.14331
H 6.80606 -3.50249 1.23302
H 6.34377 -3.53481 -1.22711
O -5.84200 -1.98322 4.56252
H -6.56844 -2.64923 4.55905
Al 8.72976 -4.89749 -0.32554
C -6.54007 2.28516 6.94273
O -7.70774 2.12218 6.62916
N -5.52367 1.54463 6.42177
N -6.15668 3.23946 7.85514
H -4.56039 1.66611 6.66635
H -5.76487 0.83732 5.75173
H -6.87974 3.80267 8.25886
H -5.20665 3.39402 8.13044
Br -8.00436 -2.14646 5.11381
C 0.77993 4.99930 1.34787
O 1.85757 4.25800 0.75818
P 2.33695 4.71326 -0.74266
O 2.69772 6.13214 -0.58881
O 0.85345 4.50582 -1.42331
C 0.13047 3.29030 -1.23538
O 3.11871 4.35564 -2.17377
C 3.46029 2.98268 -2.43417
H 1.13014 5.38819 2.30091
H 0.44604 5.82192 0.72214
H -0.05428 4.31944 1.52540
H -0.86837 3.53075 -0.87224
H 0.61398 2.62784 -0.51536
H 0.04578 2.77589 -2.19685
H 2.55981 2.37272 -2.52201
H 4.09333 2.58713 -1.63683
H 4.00790 2.93806 -3.37271
C -5.21484 1.36076 -4.12901
Cl -6.47890 0.19609 -4.52386
Cl -4.65665 1.17102 -2.45862
H -4.37488 1.20467 -4.79630
H -5.60816 2.36292 -4.24804